Density functional theory data (ωB97M-V/def2-TZVPD) for C27H34N7O2PS6Ti as an isolated structure.

The geometry in XYZ format:
```
78
Properties=species:S:1:pos:R:3:forces:R:3
Ti 0.026964 1.369540 -0.301751 0.0 0.6 0.1
C 3.447135 1.908390 -3.055440 0.0 0.0 0.0
C 2.591240 1.582574 -1.878083 -0.1 -0.1 0.0
N 1.341669 2.033384 -1.775616 -0.1 -0.3 0.0
N 0.884025 2.837930 -2.816675 -0.1 0.0 0.1
C -0.184848 3.606975 -2.513340 0.1 -0.1 0.0
N -0.716668 4.322907 -3.510297 0.0 0.0 0.0
S -0.779781 3.709515 -0.928045 0.1 -0.1 0.0
C 2.987841 0.774532 -0.781047 -0.1 0.1 0.1
C 4.270674 0.219532 -0.580229 0.0 -0.1 -0.1
C 4.532245 -0.504492 0.550236 0.0 0.0 0.0
C 3.520676 -0.676841 1.518667 0.0 0.0 0.0
C 2.296746 -0.101222 1.284230 0.1 0.0 0.0
N 2.008376 0.594259 0.172569 -0.2 0.1 0.0
H 3.526953 2.990737 -3.175214 0.0 0.0 0.0
H 2.997776 1.507169 -3.967624 0.0 0.0 0.0
H 4.446221 1.493243 -2.956049 0.0 0.0 0.0
H 0.843685 2.309829 -3.708309 0.1 0.0 0.0
H -0.435866 4.149269 -4.463667 0.0 0.0 0.0
H -1.642646 4.693778 -3.369549 0.0 0.0 0.0
H 5.045348 0.372260 -1.318110 0.0 0.0 0.0
H 5.515703 -0.927929 0.708199 0.0 0.0 0.0
H 3.699882 -1.222586 2.433839 0.0 0.0 0.0
H 1.491044 -0.193770 2.003699 0.0 0.0 0.0
S -4.258496 3.745758 -5.664736 0.0 0.1 0.0
C -3.267278 2.679335 -4.895877 0.0 -0.2 0.0
S -3.483645 2.144241 -3.275379 0.1 0.0 0.0
C -2.048860 1.130461 -3.128564 -0.1 0.1 0.0
C -1.269946 1.040919 -4.234031 -0.1 0.0 0.0
S 0.274471 0.294627 -4.517350 0.0 -0.1 -0.1
S -1.888558 1.934486 -5.626287 0.0 0.1 0.1
S -1.920345 0.388404 -1.534911 0.1 0.1 0.1
C 0.805651 -4.513272 -2.815460 0.1 0.0 0.0
N -0.569762 -3.872695 -2.647370 0.0 0.0 0.0
C -1.118905 -4.263295 -1.277211 0.0 0.0 0.0
N -0.214642 -3.902515 -0.246710 0.0 0.0 0.0
C 1.086574 -4.522894 -0.474307 0.0 0.0 0.0
N 1.676833 -4.145965 -1.756212 0.0 0.0 0.0
C 2.035185 -2.714449 -1.794037 0.0 0.1 0.1
P 0.597281 -1.539741 -1.564883 0.0 -0.3 -0.1
C -0.499214 -2.379966 -2.813374 0.0 0.1 0.0
C -0.106973 -2.442246 -0.087653 0.0 0.1 0.0
H 1.191839 -4.181174 -3.778319 0.0 0.0 0.0
H 0.644214 -5.592712 -2.823642 0.0 0.0 0.0
H -1.191264 -4.246537 -3.364075 0.0 0.0 0.0
H -1.265839 -5.344808 -1.302412 0.0 0.0 0.0
H -2.073238 -3.750629 -1.162370 0.0 0.0 0.0
H 0.966978 -5.609037 -0.451473 0.0 0.0 0.0
H 1.762807 -4.227376 0.326141 0.0 0.0 0.0
H 2.524246 -2.494901 -2.745991 0.0 0.0 0.0
H 2.766806 -2.518922 -1.005980 0.0 0.0 0.0
H -0.136455 -2.149974 -3.815106 0.0 0.0 0.0
H -1.503589 -1.969592 -2.706855 0.0 0.0 0.0
H -1.091584 -2.025283 0.133278 0.0 0.0 0.0
H 0.521460 -2.237003 0.780483 0.0 0.0 0.0
C -3.024876 1.381756 7.407132 0.0 0.0 0.0
C -2.423897 1.348885 6.029518 0.0 0.0 0.0
C -3.065960 0.684633 4.992329 0.0 0.0 0.0
C -2.540487 0.633974 3.709423 0.0 0.0 0.0
C -3.331825 -0.107338 2.659678 0.0 0.1 0.0
C -1.324681 1.297193 3.450586 -0.1 0.0 0.1
C -0.665159 1.988701 4.480589 0.1 0.0 0.0
C 0.637252 2.723715 4.287452 0.0 0.0 0.0
C -1.224849 1.986487 5.752979 0.0 0.0 0.0
C -0.745496 1.275066 2.087113 0.1 -0.2 -0.4
O -0.003154 2.208982 1.659961 -0.2 -0.1 0.0
O -0.985603 0.309253 1.284260 0.2 -0.1 0.1
H -3.219703 0.372195 7.772318 0.0 0.0 0.0
H -3.977253 1.914874 7.399750 0.0 0.0 0.0
H -2.362723 1.879700 8.113882 0.0 0.0 0.0
H -4.010635 0.188475 5.187624 0.0 0.0 0.0
H -4.303480 -0.385364 3.066289 0.0 0.0 0.0
H -2.812589 -1.008598 2.337280 0.0 0.0 0.0
H -3.484204 0.495959 1.765000 0.0 0.0 0.0
H 1.388002 2.098975 3.803286 0.0 0.0 0.0
H 1.023291 3.046397 5.253572 0.0 0.0 0.0
H 0.504996 3.595014 3.648493 0.0 0.0 0.0
H -0.707113 2.508838 6.549767 0.0 0.0 0.0
```
Forces are in eV/Å.

Properties
Energy = -5163.10543 a.u.
LUMO level (spin up / spin down) = -0.016 / -0.017 Ha
Multiplicity = 3
Energy relative to the best compared isomer or geometry (same formula, charge and spin) = 0.483 eV